(1)
{
  "formula": "C25H53N3O18Zr",
  "method": "ωB97M-V/def2-TZVPD",
  "total_energy_ev": -69366.31547,
  "charge": 2,
  "multiplicity": 1,
  "fmax_ev_per_a": 8.2,
  "gap_ev": 5.052,
  "e_above_lowest_kj_mol": 235.90,
  "elements": ["Zr", "O", "C", "C", "O", "H", "H", "H", "H", "C", "N", "O", "O", "H", "H", "H", "C", "N", "O", "O", "H", "H", "H", "C", "N", "O", "O", "H", "H", "H", "O", "C", "O", "C", "C", "C", "H", "H", "H", "H", "H", "H", "H", "H", "O", "C", "O", "C", "C", "C", "H", "H", "H", "H", "H", "H", "H", "H", "O", "C", "O", "C", "C", "C", "H", "H", "H", "H", "H", "H", "H", "H", "O", "C", "O", "C", "C", "C", "H", "H", "H", "H", "H", "H", "H", "H", "O", "C", "O", "C", "C", "C", "H", "H", "H", "H", "H", "H", "H", "H"],
  "xyz": [[-2.36, 0.03, 1.84], [-1.80, -0.96, -0.07], [-0.39, -0.83, -0.34], [0.38, 0.14, 0.64], [-0.23, 0.51, 1.87], [-0.35, -0.57, -1.40], [0.01, -1.83, -0.25], [0.26, 1.08, 0.11], [1.42, -0.19, 0.75], [1.43, 3.13, 2.96], [2.35, 3.14, 1.75], [1.92, 3.08, 0.64], [3.53, 3.37, 2.01], [1.78, 2.44, 3.72], [0.45, 2.83, 2.58], [1.39, 4.09, 3.46], [-2.25, -1.36, -4.37], [-1.83, -2.72, -4.83], [-1.67, -2.88, -6.00], [-1.66, -3.62, -3.99], [-3.07, -1.45, -3.65], [-2.51, -0.74, -5.22], [-1.41, -1.04, -3.76], [0.59, 1.93, -3.16], [-0.88, 1.80, -3.17], [-1.51, 2.11, -2.15], [-1.45, 1.46, -4.19], [0.96, 1.17, -2.48], [0.83, 2.90, -2.72], [1.07, 1.83, -4.14], [-1.55, -2.01, 2.70], [-1.19, -3.20, 2.80], [-0.98, -3.94, 3.96], [-1.18, -3.33, 5.19], [-0.05, -2.39, 5.74], [-0.88, -3.98, 1.54], [-1.27, -4.24, 5.77], [-2.17, -2.91, 5.37], [0.80, -3.03, 5.98], [-0.43, -1.79, 6.56], [0.34, -1.68, 5.01], [-0.03, -3.53, 1.03], [-1.75, -4.06, 0.89], [-0.57, -4.97, 1.89], [3.99, -3.54, -3.41], [3.55, -4.70, -3.19], [2.43, -5.03, -2.55], [1.59, -4.01, -2.07], [0.31, -4.75, -1.69], [4.35, -5.93, -3.65], [1.40, -3.28, -2.86], [1.91, -3.43, -1.20], [0.03, -5.44, -2.50], [-0.46, -4.00, -1.49], [0.56, -5.38, -0.84], [5.39, -5.98, -3.35], [4.33, -5.83, -4.74], [3.86, -6.88, -3.47], [-2.48, 2.32, 1.91], [-2.36, 3.44, 2.36], [-1.60, 4.43, 1.83], [-1.09, 4.30, 0.54], [-0.08, 5.44, 0.30], [-3.21, 3.90, 3.56], [-1.80, 4.31, -0.29], [-0.64, 3.32, 0.44], [0.58, 5.54, 1.16], [-0.56, 6.42, 0.23], [0.49, 5.14, -0.57], [-2.58, 4.25, 4.39], [-3.82, 3.16, 4.08], [-3.84, 4.74, 3.30], [5.40, -0.30, 2.79], [5.73, 0.47, 1.88], [5.56, 0.27, 0.59], [5.15, -0.98, 0.17], [4.52, -0.77, -1.23], [6.48, 1.73, 2.16], [4.50, -1.52, 0.86], [6.02, -1.64, 0.15], [5.01, -0.16, -1.99], [3.53, -0.38, -1.01], [4.46, -1.77, -1.65], [6.36, 2.39, 1.29], [7.56, 1.56, 2.15], [6.18, 2.38, 2.98], [-3.74, 1.08, 0.11], [-4.58, 1.12, -0.78], [-5.19, 2.20, -1.29], [-4.72, 3.47, -0.96], [-5.63, 4.48, -1.61], [-5.21, -0.19, -1.27], [-3.69, 3.61, -1.27], [-4.62, 3.64, 0.11], [-6.61, 4.57, -1.16], [-5.80, 4.42, -2.68], [-5.16, 5.45, -1.44], [-5.65, -0.14, -2.27], [-5.88, -0.47, -0.46], [-4.37, -0.89, -1.30]]
}

=====

(2)
{
  "formula": "C36H50BCl5IrN8O",
  "method": "ωB97M-V/def2-TZVPD",
  "total_energy_ev": -118236.89283,
  "charge": 1,
  "multiplicity": 1,
  "fmax_ev_per_a": 2.4,
  "gap_ev": 6.608,
  "e_above_lowest_kj_mol": 188.05,
  "elements": ["Ir", "C", "C", "C", "C", "C", "C", "C", "C", "C", "N", "N", "B", "N", "N", "C", "C", "C", "C", "C", "C", "C", "C", "C", "N", "N", "C", "C", "C", "C", "C", "C", "C", "C", "C", "H", "H", "H", "H", "H", "H", "H", "H", "H", "H", "H", "H", "H", "H", "H", "H", "H", "H", "H", "H", "H", "H", "H", "H", "H", "H", "H", "H", "H", "H", "H", "H", "H", "H", "H", "H", "H", "H", "H", "H", "H", "H", "H", "H", "H", "H", "Cl", "C", "C", "Cl", "C", "Cl", "C", "O", "C", "Cl", "C", "Cl", "N", "C", "C", "C", "N", "H", "H", "H", "H"],
  "xyz": [[-0.10, -0.04, -0.33], [2.01, -1.02, -3.02], [3.23, -1.27, -2.15], [3.48, -2.77, -1.96], [3.20, -0.55, -0.83], [4.35, -0.37, -0.06], [3.97, 0.37, 1.05], [4.91, 0.66, 2.20], [5.33, 2.12, 2.37], [4.34, 0.06, 3.49], [2.65, 0.62, 0.93], [2.17, 0.05, -0.21], [1.77, 1.60, 1.72], [0.71, 0.81, 2.53], [-0.18, 0.05, 1.85], [-1.09, -0.43, 2.71], [-0.75, 0.01, 3.98], [0.38, 0.81, 3.84], [0.96, 1.47, 5.07], [1.64, 0.42, 5.97], [1.86, 2.69, 4.90], [-2.31, -1.23, 2.34], [-1.96, -2.70, 2.06], [-3.38, -1.14, 3.43], [1.04, 2.54, 0.73], [-0.05, 2.12, 0.03], [-0.62, 3.18, -0.55], [0.14, 4.31, -0.24], [1.19, 3.87, 0.55], [2.37, 4.75, 0.87], [2.61, 5.06, 2.35], [3.61, 4.21, 0.17], [-1.86, 3.24, -1.39], [-1.47, 3.20, -2.88], [-2.90, 2.18, -1.02], [2.18, -1.39, -4.03], [1.15, -1.54, -2.61], [1.80, 0.05, -3.08], [4.10, -0.85, -2.67], [2.59, -3.28, -1.59], [3.76, -3.22, -2.92], [4.30, -2.93, -1.26], [5.33, -0.73, -0.30], [5.82, 0.11, 1.94], [4.50, 2.76, 2.64], [6.08, 2.18, 3.15], [5.78, 2.50, 1.45], [3.33, 0.40, 3.65], [4.34, -1.03, 3.42], [4.96, 0.34, 4.34], [2.45, 2.23, 2.44], [-1.27, -0.20, 4.89], [0.08, 1.82, 5.61], [2.55, 0.03, 5.52], [1.90, 0.88, 6.92], [0.97, -0.41, 6.17], [2.86, 2.42, 4.55], [1.42, 3.41, 4.20], [1.98, 3.18, 5.86], [-2.71, -0.80, 1.42], [-1.31, -3.09, 2.84], [-2.88, -3.29, 2.04], [-1.48, -2.80, 1.09], [-3.07, -1.69, 4.32], [-3.59, -0.11, 3.71], [-4.30, -1.60, 3.07], [-0.05, 5.32, -0.55], [2.12, 5.71, 0.41], [3.02, 4.21, 2.90], [3.31, 5.89, 2.43], [1.68, 5.36, 2.83], [3.77, 3.16, 0.40], [3.50, 4.30, -0.92], [4.49, 4.78, 0.47], [-2.29, 4.23, -1.20], [-0.95, 2.27, -3.11], [-2.36, 3.26, -3.51], [-0.81, 4.02, -3.13], [-2.80, 1.30, -1.65], [-2.79, 1.88, 0.02], [-3.91, 2.57, -1.16], [-5.51, -1.70, -5.21], [-4.54, -1.44, -3.82], [-3.24, -0.97, -3.96], [-2.60, -0.60, -5.51], [-2.46, -0.79, -2.83], [-0.85, -0.20, -2.95], [-2.90, -1.06, -1.52], [-2.17, -0.86, -0.49], [-4.23, -1.55, -1.42], [-4.84, -1.87, 0.15], [-5.04, -1.70, -2.54], [-6.66, -2.21, -2.36], [1.09, -2.77, 0.60], [1.04, -4.11, 0.59], [0.20, -4.48, -0.43], [-0.22, -3.27, -1.01], [0.33, -2.25, -0.38], [1.61, -2.16, 1.21], [1.60, -4.70, 1.30], [-0.08, -5.47, -0.73], [-0.89, -3.13, -1.84]]
}

=====

(3)
{
  "formula": "C6H9NO2S",
  "method": "ωB97M-V/def2-TZVPD",
  "total_energy_ev": -22782.62629,
  "charge": 0,
  "multiplicity": 1,
  "fmax_ev_per_a": 4.5,
  "gap_ev": 7.592,
  "e_above_lowest_kj_mol": 558.19,
  "elements": ["C", "C", "C", "C", "C", "C", "N", "O", "O", "S", "H", "H", "H", "H", "H", "H", "H", "H", "H"],
  "xyz": [[0.80, 0.21, 0.68], [-1.30, -1.13, 0.18], [2.00, -0.44, 0.33], [-1.05, 1.50, 0.85], [-1.76, -2.51, -0.17], [0.50, 1.74, -1.12], [0.14, 1.28, 0.22], [2.26, -1.58, -0.07], [2.99, 0.45, 0.74], [-2.35, 0.10, 0.45], [-0.86, 1.50, 1.87], [-1.43, 2.46, 0.76], [-2.79, -2.97, 0.22], [-0.96, -3.34, 0.01], [-1.83, -2.40, -1.26], [0.25, 2.67, -1.48], [1.58, 1.66, -1.18], [0.06, 0.94, -1.86], [3.76, -0.15, 0.84]]
}

=====

(4)
{
  "formula": "C7H11NO4",
  "method": "ωB97M-V/def2-TZVPD",
  "total_energy_ev": -17111.39019,
  "charge": 0,
  "multiplicity": 1,
  "fmax_ev_per_a": 4.3,
  "gap_ev": [8.375, 8.138],
  "e_above_lowest_kj_mol": 559.71,
  "elements": ["C", "C", "C", "C", "C", "C", "C", "N", "O", "O", "O", "O", "H", "H", "H", "H", "H", "H", "H", "H", "H", "H", "H"],
  "xyz": [[-0.43, -0.70, 0.12], [0.42, 0.13, 0.68], [-1.85, -0.94, 0.59], [-2.63, 1.32, 0.23], [1.12, -2.34, -0.81], [2.60, 0.81, 1.35], [-2.59, 0.56, -2.03], [-2.76, 0.01, 0.82], [-2.16, -2.12, 0.83], [-0.10, -1.60, -0.88], [1.76, 0.08, 0.46], [-2.70, 1.41, -1.07], [-3.17, 2.13, 0.71], [1.96, -1.62, -0.64], [1.23, -2.82, -1.82], [1.04, -3.14, 0.00], [3.66, 0.96, 0.96], [2.77, 0.38, 2.24], [1.95, 1.74, 1.54], [0.02, 0.91, 1.34], [-2.39, 0.95, -2.96], [-2.33, -0.52, -1.87], [-3.55, -0.29, 1.40]]
}

=====

(5)
{
  "formula": "C4H12",
  "method": "ωB97M-V/def2-TZVPD",
  "total_energy_ev": -4342.38886,
  "charge": 0,
  "multiplicity": 1,
  "fmax_ev_per_a": 1.4,
  "gap_ev": 12.782,
  "smiles": "CC.CC",
  "e_above_lowest_kj_mol": 13.45,
  "elements": ["C", "C", "H", "H", "H", "H", "H", "H", "C", "C", "H", "H", "H", "H", "H", "H"],
  "xyz": [[-2.53, 0.14, -0.11], [-1.57, -1.02, -0.13], [-1.99, 1.08, -0.16], [-3.33, 0.06, -0.85], [-3.10, 0.10, 0.82], [-2.01, -2.00, 0.04], [-0.79, -0.91, 0.62], [-1.03, -1.18, -1.08], [2.21, -0.20, -0.18], [1.83, 1.17, 0.38], [3.24, -0.38, 0.11], [1.64, -1.03, 0.23], [2.16, -0.30, -1.26], [1.85, 1.08, 1.47], [2.56, 1.91, 0.07], [0.85, 1.50, 0.02]]
}

=====

(6)
{
  "formula": "C5H67BNO27P",
  "method": "ωB97M-V/def2-TZVPD",
  "total_energy_ev": -73011.17703,
  "charge": 0,
  "multiplicity": 1,
  "fmax_ev_per_a": 1.2,
  "gap_ev": 7.748,
  "elements": ["C", "B", "O", "P", "N", "C", "C", "C", "C", "O", "H", "H", "H", "H", "H", "H", "H", "H", "H", "H", "H", "H", "H", "H", "H", "H", "H", "O", "H", "H", "O", "H", "H", "O", "H", "H", "O", "H", "H", "O", "H", "H", "O", "H", "H", "O", "H", "H", "O", "H", "H", "O", "H", "H", "O", "H", "H", "O", "H", "H", "O", "H", "H", "O", "H", "H", "O", "H", "H", "O", "H", "H", "O", "H", "H", "O", "H", "H", "O", "H", "H", "O", "H", "H", "O", "H", "H", "O", "H", "H", "O", "H", "H", "O", "H", "H", "O", "H", "H", "O", "H", "H"],
  "xyz": [[-0.47, -0.35, -0.93], [0.15, 1.00, -1.43], [-0.13, 2.20, -0.92], [1.49, 0.94, -2.82], [0.24, 1.53, -4.07], [2.89, 0.40, -1.58], [4.08, 1.37, -1.52], [4.00, 2.33, -0.32], [3.71, 3.78, -0.68], [2.72, 3.91, -1.70], [0.24, -0.79, -0.24], [-1.40, -0.20, -0.40], [-0.60, -1.02, -1.77], [-0.74, 2.16, -0.16], [1.65, -0.23, -3.58], [2.28, 2.04, -3.15], [0.20, 0.94, -4.89], [0.45, 2.48, -4.38], [3.21, -0.63, -1.76], [2.46, 0.39, -0.58], [4.17, 1.92, -2.45], [4.99, 0.80, -1.43], [4.95, 2.30, 0.21], [3.22, 2.02, 0.37], [4.61, 4.35, -0.91], [3.27, 4.25, 0.20], [3.20, 3.90, -2.54], [-2.71, 1.41, -4.81], [-2.91, 2.24, -4.35], [-1.74, 1.44, -4.78], [-2.58, -0.14, 1.54], [-2.69, -0.24, 2.49], [-3.43, -0.45, 1.19], [-1.53, -2.86, -2.85], [-1.81, -2.39, -3.64], [-2.34, -3.29, -2.51], [2.67, 0.50, 2.36], [2.69, 0.37, 3.32], [1.86, 0.07, 2.08], [2.69, 6.75, 1.17], [2.64, 6.06, 0.50], [1.84, 6.69, 1.62], [0.60, -3.82, -1.13], [0.04, -3.28, -1.71], [1.33, -4.11, -1.69], [-4.13, -1.51, 3.71], [-4.94, -1.14, 4.10], [-4.31, -2.46, 3.66], [-4.86, -2.92, 6.24], [-5.38, -2.81, 7.05], [-4.06, -2.41, 6.40], [-0.47, -5.94, 0.65], [0.00, -6.78, 0.65], [0.05, -5.37, 0.05], [6.08, 3.62, 2.23], [5.74, 4.05, 1.44], [5.34, 3.12, 2.58], [7.35, 1.80, -1.26], [7.15, 2.14, -0.38], [8.21, 1.37, -1.16], [2.71, -5.56, 0.32], [3.20, -5.92, 1.06], [2.10, -4.93, 0.71], [0.40, -8.88, 1.23], [0.39, -8.96, 2.19], [-0.49, -9.12, 0.95], [6.54, 6.06, 3.89], [7.03, 6.79, 3.50], [6.56, 5.36, 3.22], [-5.98, 0.61, 2.78], [-6.50, 1.16, 2.17], [-5.21, 0.34, 2.26], [-7.86, 1.48, 0.26], [-8.03, 1.93, -0.57], [-8.71, 1.12, 0.54], [2.10, 9.59, 0.09], [2.17, 8.68, 0.41], [1.62, 10.07, 0.77], [-1.27, -8.47, -1.30], [-1.34, -7.59, -0.89], [-0.32, -8.60, -1.42], [-3.25, 4.61, -3.85], [-3.46, 5.42, -3.38], [-2.29, 4.55, -3.79], [-3.61, -4.45, -1.93], [-3.39, -4.78, -1.04], [-4.48, -4.78, -2.14], [-2.93, -5.49, 0.83], [-1.99, -5.46, 1.04], [-3.25, -6.31, 1.21], [0.94, -3.37, -4.47], [0.88, -4.05, -5.14], [0.06, -3.33, -4.08], [-5.23, -3.80, 9.13], [-4.63, -4.47, 8.78], [-5.72, -4.24, 9.82], [-2.50, 2.72, 0.80], [-2.66, 1.82, 1.13], [-2.93, 3.29, 1.44], [-0.20, 5.19, -2.94], [-0.38, 5.53, -2.06], [0.65, 4.75, -2.85]]
}

=====

(7)
{
  "formula": "C3H5F3OSi",
  "method": "ωB97M-V/def2-TZVPD",
  "total_energy_ev": -21268.63520,
  "charge": 0,
  "multiplicity": 1,
  "fmax_ev_per_a": 2.1,
  "gap_ev": 10.025,
  "smiles": "C[SiH2]C(=O)C(F)(F)F",
  "e_above_lowest_kj_mol": 16.55,
  "elements": ["C", "Si", "C", "O", "C", "F", "F", "F", "H", "H", "H", "H", "H"],
  "xyz": [[2.25, -0.22, 0.22], [0.56, -0.51, -0.62], [-0.96, -0.32, 0.54], [-0.84, -0.66, 1.69], [-2.17, 0.52, 0.04], [-1.73, 1.79, 0.30], [-3.25, 0.40, 0.74], [-2.42, 0.46, -1.27], [2.30, -0.67, 1.28], [3.07, -0.41, -0.50], [2.36, 0.83, 0.25], [0.50, 0.70, -1.41], [0.34, -1.91, -1.27]]
}

=====

(8)
{
  "formula": "CH4O2S",
  "method": "ωB97M-V/def2-TZVPD",
  "total_energy_ev": -16031.40639,
  "charge": 0,
  "multiplicity": 1,
  "fmax_ev_per_a": 2.9,
  "gap_ev": 10.635,
  "smiles": "O=CO.S",
  "e_above_lowest_kj_mol": 64.54,
  "elements": ["O", "C", "O", "H", "H", "S", "H", "H"],
  "xyz": [[1.42, -1.39, -0.54], [0.80, -0.85, -1.40], [-0.50, -0.92, -1.56], [1.23, -0.15, -2.23], [-1.04, -0.66, -0.77], [-0.72, 1.31, 1.67], [-1.28, 1.33, 0.45], [0.35, 1.99, 1.08]]
}

=====

(9)
{
  "formula": "C7H18ClI2LaOP2",
  "method": "ωB97M-V/def2-TZVPD",
  "total_energy_ev": -57745.03440,
  "charge": 2,
  "multiplicity": 1,
  "fmax_ev_per_a": 3.3,
  "gap_ev": [3.132, 3.011],
  "e_above_lowest_kj_mol": 55.23,
  "elements": ["I", "I", "La", "P", "C", "C", "H", "H", "H", "C", "H", "H", "H", "H", "H", "H", "C", "O", "Cl", "C", "P", "C", "C", "H", "H", "H", "H", "H", "H", "H", "H", "H"],
  "xyz": [[2.00, -4.40, -1.42], [-1.09, -4.41, -0.60], [0.48, -1.87, -0.15], [-0.20, -0.04, -2.23], [-1.69, 0.18, -3.20], [0.71, 1.50, -2.70], [1.78, -1.38, -2.95], [0.71, -0.78, -4.33], [0.20, -2.23, -3.31], [0.74, -1.26, -3.34], [1.74, 1.46, -2.28], [0.73, 1.58, -3.80], [-1.44, 0.43, -4.22], [-2.27, 0.98, -2.74], [0.16, 2.35, -2.26], [-2.27, -0.73, -3.16], [-2.24, -0.79, 0.02], [-3.35, -0.54, -0.05], [2.70, -0.68, -0.17], [1.33, 1.73, 3.83], [0.56, 0.83, 2.46], [0.43, -0.84, 3.26], [-1.11, 1.54, 2.64], [2.33, 1.34, 4.03], [0.73, 1.63, 4.73], [1.42, 2.79, 3.59], [0.18, -0.67, 4.31], [-0.34, -1.49, 2.80], [1.42, -1.33, 3.20], [-1.36, 1.70, 3.71], [-1.11, 2.52, 2.13], [-1.88, 0.89, 2.19]]
}

=====

(10)
{
  "formula": "C11H11NOS",
  "method": "ωB97M-V/def2-TZVPD",
  "total_energy_ev": -25955.56372,
  "charge": 0,
  "multiplicity": 1,
  "fmax_ev_per_a": 4.0,
  "gap_ev": 8.504,
  "smiles": "Oc1ccc(NCc2cccs2)cc1",
  "e_above_lowest_kj_mol": 218.34,
  "elements": ["O", "C", "C", "C", "C", "N", "C", "C", "C", "C", "C", "S", "C", "C", "H", "H", "H", "H", "H", "H", "H", "H", "H", "H", "H"],
  "xyz": [[4.07, 1.44, -1.35], [3.07, 0.60, -1.04], [3.13, -0.53, -0.26], [2.05, -1.19, 0.21], [0.75, -0.96, -0.17], [-0.26, -1.93, 0.14], [-1.66, -1.62, -0.38], [-2.23, -0.45, 0.33], [-1.58, 0.43, 1.16], [-2.41, 1.39, 1.78], [-3.64, 1.30, 1.19], [-3.77, -0.02, 0.05], [0.65, 0.15, -1.07], [1.73, 0.96, -1.44], [3.82, 2.12, -2.02], [4.09, -0.84, 0.17], [2.49, -1.96, 0.84], [-0.18, -1.91, 1.18], [-1.67, -1.69, -1.52], [-2.47, -2.32, -0.07], [-0.44, 0.38, 1.37], [-2.26, 2.06, 2.70], [-4.57, 1.86, 1.43], [-0.25, 0.63, -1.43], [1.57, 2.11, -1.82]]
}